[1]
Below is a cluster of 25 separate species, C25H100O25 in total, with properties calculated with ωB97M-V/def2-TZVPD.

Cartesian coordinates (Å):
C1 1.7674 -3.8620 5.7522
O1 0.5102 -3.3707 5.2025
H1 2.5846 -3.3078 5.3085
H2 1.8868 -3.7496 6.8486
H3 1.8226 -4.9324 5.5607
H4 0.0279 -4.1193 4.8463
C2 -3.8343 -0.1522 0.5855
O2 -5.1714 -0.2951 1.0807
H5 -3.7746 -0.7421 -0.3146
H6 -3.6007 0.8969 0.3790
H7 -3.0665 -0.5745 1.2682
H8 -5.5329 0.5803 1.2753
C3 4.6272 -0.6092 -4.6360
O3 4.8936 -0.0639 -3.3626
H9 3.5799 -0.4781 -4.8860
H10 5.1953 -0.2591 -5.4986
H11 4.8222 -1.7011 -4.6016
H12 4.7339 0.8811 -3.2374
C4 5.8293 4.2365 2.1833
O4 5.4556 2.8480 2.2807
H13 6.8428 4.3918 2.5128
H14 5.7477 4.6171 1.1725
H15 5.2546 4.9552 2.7821
H16 4.6229 2.7776 1.8329
C5 -6.8402 1.6479 -1.3244
O5 -6.4102 0.4724 -1.9920
H17 -6.0598 2.0691 -0.6651
H18 -7.1778 2.3573 -2.0699
H19 -7.6515 1.3639 -0.6524
H20 -6.2852 -0.1542 -1.2692
C6 4.9437 -0.9588 3.6769
O6 5.2666 -2.1135 4.4424
H21 4.1490 -0.4272 4.1977
H22 5.7803 -0.2525 3.5170
H23 4.5320 -1.1690 2.6889
H24 5.7952 -2.6944 3.8880
C7 -3.0213 4.7150 0.2669
O7 -4.3616 4.4617 -0.1153
H25 -2.7115 5.6996 -0.1436
H26 -2.9993 4.8389 1.3405
H27 -2.3697 3.8836 -0.0540
H28 -4.3925 4.3237 -1.0698
C8 1.9935 -4.6452 -2.3096
O8 1.6926 -4.7193 -3.7099
H29 1.5664 -3.7477 -1.8742
H30 1.5117 -5.5147 -1.8613
H31 3.0702 -4.5872 -2.1681
H32 1.9490 -5.5995 -4.0235
C9 0.4280 -2.5195 -6.2335
O9 -0.1427 -2.8761 -4.9730
H33 -0.0782 -1.6178 -6.5728
H34 1.4964 -2.2895 -6.1880
H35 0.3695 -3.3585 -6.9363
H36 0.3933 -3.5880 -4.5930
C10 1.6411 -2.4044 2.1496
O10 1.9325 -2.7422 0.7901
H37 2.0811 -1.4200 2.4032
H38 0.5692 -2.3033 2.3737
H39 2.0425 -3.0965 2.8758
H40 1.3848 -2.1229 0.2767
C11 -0.9402 3.9750 3.5788
O11 -0.8608 3.0985 2.4517
H41 -1.9736 4.0600 3.8694
H42 -0.3082 3.5591 4.3695
H43 -0.6003 4.9556 3.2184
H44 -1.2770 2.2637 2.7301
C12 -4.0433 -3.7214 1.7549
O12 -5.2741 -3.2219 2.1905
H45 -4.0498 -4.8048 1.9202
H46 -3.9206 -3.6851 0.6729
H47 -3.1948 -3.2284 2.2478
H48 -5.4591 -2.3878 1.7339
C13 -0.2920 -5.7954 2.2712
O13 -0.7276 -5.5209 3.6037
H49 -0.7258 -6.7290 1.9319
H50 -0.6431 -5.0397 1.5554
H51 0.7841 -5.7584 2.2924
H52 -1.6813 -5.5794 3.5867
C14 2.4277 2.2424 4.0719
O14 2.0101 2.5617 5.3919
H53 3.4225 2.6427 3.8489
H54 2.4732 1.1633 3.8773
H55 1.7045 2.6630 3.3818
H56 2.6674 2.2027 5.9739
C15 3.2852 1.9706 -0.4503
O15 2.9911 2.6679 0.7233
H57 4.3355 1.6748 -0.3367
H58 2.6445 1.1294 -0.6264
H59 3.1950 2.6437 -1.3165
H60 2.2017 3.2105 0.5488
C16 -1.8281 -3.5873 -1.7276
O16 -3.2256 -3.3569 -1.7345
H61 -1.2320 -2.7258 -1.4316
H62 -1.5644 -4.4222 -1.0903
H63 -1.4319 -3.7725 -2.7287
H64 -3.3528 -2.6418 -2.3417
C17 -2.9379 1.8338 -2.8655
O17 -3.3754 2.9354 -3.6624
H65 -3.7154 1.0635 -3.0038
H66 -1.9217 1.4920 -3.0554
H67 -2.9830 2.1576 -1.7985
H68 -3.0971 2.7580 -4.5669
C18 -4.9677 3.4580 3.1701
O18 -5.7269 3.0958 1.9943
H69 -5.3482 2.9214 4.0452
H70 -3.9006 3.2291 3.0258
H71 -5.0018 4.5397 3.2914
H72 -5.3684 3.5947 1.2522
C19 0.3038 4.1929 -0.9503
O19 0.5573 4.1505 0.4135
H73 1.0588 4.7688 -1.4510
H74 0.2472 3.2437 -1.5258
H75 -0.6784 4.6191 -1.1545
H76 -0.1626 3.7307 0.9226
C20 2.8660 3.7994 -4.3507
O20 2.8279 2.3780 -4.5042
H77 3.0112 4.0282 -3.2795
H78 3.7264 4.1820 -4.9169
H79 1.9979 4.3260 -4.7205
H80 2.4701 2.2648 -5.3809
C21 0.6279 -0.1003 -3.6913
O21 0.6279 0.8061 -2.6140
H81 -0.2713 -0.6842 -3.6262
H82 0.6633 0.4989 -4.5944
H83 1.4808 -0.7726 -3.5889
H84 1.2906 1.4746 -2.8349
C22 4.9995 -1.8787 -0.4795
O22 4.5673 -3.1389 -0.0287
H85 5.0954 -1.8484 -1.5737
H86 4.1916 -1.2359 -0.0740
H87 5.9841 -1.6269 -0.0386
H88 3.6816 -2.9810 0.3250
C23 -3.1842 -0.9339 -5.3199
O23 -2.6976 -1.7050 -4.2343
H89 -4.1803 -0.5896 -5.0706
H90 -2.5506 -0.0548 -5.4870
H91 -3.1367 -1.5073 -6.2259
H92 -1.9624 -2.2233 -4.6067
C24 -1.2234 -0.2330 4.4523
O24 -2.0147 0.7639 3.7882
H93 -1.6946 -1.2237 4.4443
H94 -0.2638 -0.2266 3.9846
H95 -1.0317 -0.0552 5.5199
H96 -2.8795 0.7722 4.2079
C25 -0.3061 0.1773 0.6610
O25 0.4538 -0.6514 -0.1928
H97 -0.9620 0.7813 0.0281
H98 -0.9582 -0.4761 1.2141
H99 0.3512 0.7332 1.3337
H100 0.5735 -0.2089 -1.0427

Calculated values
total charge = 0
gap between HOMO and LUMO = 0.3391 Ha
multiplicity = 1
energy above the lowest of the compared OMol25 structures with the same formula, charge and spin = 19.47 kJ/mol


[2]
Below is a structure of composition C25H13AsF6IrN5O10S4, with properties calculated with ωB97M-V/def2-TZVPD.

Cartesian coordinates (Å):
Ir1 -0.2066 -0.4601 -0.0568
O1 3.9102 -1.6614 2.2123
As1 3.0094 -1.5063 0.6628
O2 3.1225 -2.9124 -0.1475
O3 1.4804 -1.0359 1.2528
C1 4.0997 -0.0039 0.0525
C2 5.4035 0.0808 0.5276
C3 6.2211 1.1290 0.1282
C4 5.7554 2.0954 -0.7495
C5 4.4614 2.0213 -1.2385
C6 3.6470 0.9758 -0.8343
S1 1.9717 0.9380 -1.3871
O4 1.8696 1.7349 -2.5688
O5 1.2011 1.4140 -0.2091
O6 1.6730 -0.5100 -1.5300
H1 3.4808 -2.3813 2.6907
H2 5.7644 -0.6729 1.2112
H3 7.2335 1.1907 0.5088
H4 6.4029 2.9076 -1.0554
H5 4.0702 2.7465 -1.9396
S2 -2.5815 2.8129 2.4256
C7 -0.9315 2.9677 2.9493
C8 -0.3567 3.9428 3.7587
C9 0.9915 3.8332 4.0400
C10 1.7490 2.7680 3.5346
C11 1.1791 1.7986 2.7358
C12 -0.1764 1.9120 2.4322
N1 -0.9131 1.0305 1.6518
C13 -2.1563 1.3627 1.5629
C14 -3.0894 0.5371 0.8057
C15 -4.4686 0.7271 0.8813
C16 -5.3158 -0.1264 0.1988
C17 -4.7788 -1.1707 -0.5431
C18 -3.4016 -1.3502 -0.6234
C19 -2.5339 -0.4887 0.0348
H6 -0.9480 4.7581 4.1546
H7 1.4671 4.5795 4.6638
H8 2.8038 2.7070 3.7702
H9 1.7391 0.9614 2.3382
H10 -4.8750 1.5311 1.4874
H11 -6.3884 0.0130 0.2525
H12 -5.4351 -1.8527 -1.0716
H13 -3.0268 -2.1863 -1.1981
F1 -3.9061 1.2877 -2.5288
C20 -3.0100 1.6928 -3.4161
F2 -2.7281 2.9717 -3.1827
F3 -3.5347 1.5881 -4.6324
S3 -1.4495 0.7344 -3.2999
O7 -1.0164 0.9491 -1.9243
O8 -0.6331 1.2254 -4.3613
N2 -2.0363 -0.7126 -3.5573
S4 -1.3023 -2.0437 -3.1707
O9 -2.1373 -3.1634 -3.4806
O10 -0.6951 -2.0368 -1.8458
C21 0.1010 -2.2053 -4.3617
F4 -0.3777 -2.0476 -5.5945
F5 0.6130 -3.4267 -4.2530
F6 1.0395 -1.3069 -4.1434
N3 -0.8789 -2.1418 1.3481
C22 -1.2536 -3.1464 1.7644
C23 -1.7093 -4.3733 2.2711
C24 -2.9804 -4.8696 1.8916
N4 -4.0194 -5.2789 1.6051
C25 -0.9166 -5.1191 3.1760
N5 -0.2925 -5.7351 3.9242

Calculated values
total charge = -1
gap between HOMO and LUMO (spin up / spin down) = 0.2783 / 0.1609 Ha
multiplicity = 6


[3]
Below is a structure of composition C25H13BrCl2F5N3O7ReS3, with properties calculated with ωB97M-V/def2-TZVPD.

Cartesian coordinates (Å):
Re1 0.9829 -0.8938 -0.2355
S1 -0.3719 0.9094 1.4398
C1 -1.8095 1.2191 0.5661
C2 -2.9671 1.7599 1.1432
C3 -4.0875 2.0583 0.3886
C4 -5.2421 2.6218 1.0402
N1 -6.1525 3.0777 1.5745
C5 -4.0939 1.8126 -0.9942
C6 -2.9614 1.2510 -1.5724
C7 -1.8416 0.9504 -0.8093
S2 -0.4434 0.2913 -1.6183
C8 -5.2267 2.1434 -1.8092
N2 -6.1312 2.4165 -2.4648
H1 -2.9752 1.9488 2.2090
H2 -2.9523 1.0419 -2.6328
Br1 1.1325 -6.2960 4.1248
C9 -0.3415 -5.2215 3.5903
C10 -1.5911 -5.4778 4.1281
N3 -2.6687 -4.7728 3.8003
C11 -2.5105 -3.7902 2.9151
C12 -1.2922 -3.4615 2.3349
C13 -0.1698 -4.1964 2.6815
C14 -1.2137 -2.3298 1.3340
O1 -2.2239 -1.8728 0.8427
O2 0.0121 -1.9622 1.1402
H3 -1.7217 -6.2781 4.8468
H4 -3.3879 -3.2213 2.6375
H5 0.7888 -3.9549 2.2416
C15 0.1021 5.5216 -1.8253
C16 1.0351 4.3418 -1.8250
C17 1.4176 3.7303 -3.0121
C18 2.2372 2.6123 -3.0067
C19 2.6956 2.1116 -1.7994
C20 2.3458 2.7202 -0.6035
C21 1.5172 3.8282 -0.6261
S3 3.5507 0.5625 -1.7880
O3 4.4343 0.5273 -0.6518
O4 4.1132 0.3681 -3.0960
O5 2.3834 -0.4115 -1.6305
H6 -0.2165 5.7727 -2.8365
H7 0.5781 6.4032 -1.3911
H8 -0.7895 5.3068 -1.2337
H9 1.0431 4.1150 -3.9537
H10 2.5096 2.1110 -3.9238
H11 2.6836 2.3044 0.3302
H12 1.2062 4.2725 0.3112
Cl1 5.2797 -0.0577 2.4863
C22 3.7578 -0.9048 2.8058
Cl2 2.9632 -0.2781 4.2676
C23 2.8216 -0.8116 1.6214
O6 2.6266 -1.8652 0.9662
O7 2.2193 0.2368 1.3391
H13 3.9910 -1.9496 2.9839
F1 0.9590 -3.7363 -0.8239
C24 0.4580 -2.5887 -1.4434
F2 -0.8905 -2.7986 -1.5298
C25 0.9863 -2.7481 -2.8927
F3 2.3085 -2.9522 -2.9107
F4 0.4207 -3.8232 -3.4891
F5 0.7131 -1.6935 -3.6617

Calculated values
total charge = -2
gap between HOMO and LUMO (spin up / spin down) = 0.2206 / 0.2349 Ha
multiplicity = 2
energy above the lowest of the compared OMol25 structures with the same formula, charge and spin = 133.01 kJ/mol


[4]
Below is a structure of composition C25H14AuBrCl5NO3, with properties calculated with ωB97M-V/def2-TZVPD.

Cartesian coordinates (Å):
Au1 0.0580 0.3241 1.3935
Cl1 4.2284 1.9108 6.1532
C1 3.1662 1.2043 5.0010
C2 3.6287 0.7311 3.8032
Cl2 5.3174 0.9122 3.4618
C3 2.7530 0.1434 2.8505
Cl3 3.0405 -0.0158 1.1262
C4 1.4687 -0.3336 3.3039
O1 0.7994 -1.2798 2.7911
C5 0.9718 0.3294 4.5031
Cl4 -0.6842 0.0671 4.8641
C6 1.7850 1.0592 5.3142
Cl5 1.1674 1.7711 6.7448
N1 1.7257 2.4125 1.0494
C7 2.4216 1.4288 0.3518
C8 2.6225 1.5016 -1.0073
C9 3.5135 0.9725 -1.9344
C10 4.6866 0.2827 -1.7578
C11 5.1909 -0.0995 -0.5180
C12 4.5530 -0.0180 0.6828
C13 2.3365 -1.3595 0.6310
C14 2.8888 -3.8049 0.4731
C15 2.2049 -4.8420 -0.0245
C16 0.9167 -4.3641 -0.5819
C17 0.8272 -3.0390 -0.4209
C18 2.0609 -2.5973 0.2656
H1 1.6313 3.2593 0.5057
H2 2.0620 2.5833 1.9885
H3 1.8483 2.1228 -1.4586
H4 3.2689 1.2360 -2.9563
H5 5.2978 0.1217 -2.6368
H6 6.2075 -0.4771 -0.4764
H7 3.8504 -3.7959 0.9602
H8 2.5172 -5.8758 -0.0216
H9 0.1755 -5.0036 -1.0370
H10 0.0230 -2.3789 -0.7034
Br1 1.3657 -0.6725 -4.7378
C19 -0.2910 -1.0245 -3.8721
C20 -1.1850 -1.9083 -4.4518
C21 -2.3803 -2.1716 -3.7950
C22 -2.6677 -1.5623 -2.5833
C23 -1.7620 -0.6741 -2.0170
C24 -0.5649 -0.4016 -2.6697
C25 -2.0595 -0.0553 -0.6633
O2 -3.0878 -0.3307 -0.0823
O3 -1.1278 0.7584 -0.2505
H11 -0.9521 -2.3815 -5.3956
H12 -3.0871 -2.8615 -4.2377
H13 -3.5872 -1.7648 -2.0509
H14 0.1414 0.2788 -2.2166

Calculated values
total charge = 0
gap between HOMO and LUMO = 0.2569 Ha
multiplicity = 1
energy above the lowest of the compared OMol25 structures with the same formula, charge and spin = 1758.40 kJ/mol


Repeat the fourth record exactly.
Below is a structure of composition C25H14AuBrCl5NO3, with properties calculated with ωB97M-V/def2-TZVPD.

Cartesian coordinates (Å):
Au1 0.0580 0.3241 1.3935
Cl1 4.2284 1.9108 6.1532
C1 3.1662 1.2043 5.0010
C2 3.6287 0.7311 3.8032
Cl2 5.3174 0.9122 3.4618
C3 2.7530 0.1434 2.8505
Cl3 3.0405 -0.0158 1.1262
C4 1.4687 -0.3336 3.3039
O1 0.7994 -1.2798 2.7911
C5 0.9718 0.3294 4.5031
Cl4 -0.6842 0.0671 4.8641
C6 1.7850 1.0592 5.3142
Cl5 1.1674 1.7711 6.7448
N1 1.7257 2.4125 1.0494
C7 2.4216 1.4288 0.3518
C8 2.6225 1.5016 -1.0073
C9 3.5135 0.9725 -1.9344
C10 4.6866 0.2827 -1.7578
C11 5.1909 -0.0995 -0.5180
C12 4.5530 -0.0180 0.6828
C13 2.3365 -1.3595 0.6310
C14 2.8888 -3.8049 0.4731
C15 2.2049 -4.8420 -0.0245
C16 0.9167 -4.3641 -0.5819
C17 0.8272 -3.0390 -0.4209
C18 2.0609 -2.5973 0.2656
H1 1.6313 3.2593 0.5057
H2 2.0620 2.5833 1.9885
H3 1.8483 2.1228 -1.4586
H4 3.2689 1.2360 -2.9563
H5 5.2978 0.1217 -2.6368
H6 6.2075 -0.4771 -0.4764
H7 3.8504 -3.7959 0.9602
H8 2.5172 -5.8758 -0.0216
H9 0.1755 -5.0036 -1.0370
H10 0.0230 -2.3789 -0.7034
Br1 1.3657 -0.6725 -4.7378
C19 -0.2910 -1.0245 -3.8721
C20 -1.1850 -1.9083 -4.4518
C21 -2.3803 -2.1716 -3.7950
C22 -2.6677 -1.5623 -2.5833
C23 -1.7620 -0.6741 -2.0170
C24 -0.5649 -0.4016 -2.6697
C25 -2.0595 -0.0553 -0.6633
O2 -3.0878 -0.3307 -0.0823
O3 -1.1278 0.7584 -0.2505
H11 -0.9521 -2.3815 -5.3956
H12 -3.0871 -2.8615 -4.2377
H13 -3.5872 -1.7648 -2.0509
H14 0.1414 0.2788 -2.2166

Calculated values
total charge = 0
gap between HOMO and LUMO = 0.2569 Ha
multiplicity = 1
energy above the lowest of the compared OMol25 structures with the same formula, charge and spin = 1758.40 kJ/mol


Question: Which value of total charge does entry 3 give?
Answer: -2